Molecular formula: C26H25N3O4PSe2Ta
Method: DFT, ωB97M-V/def2-TZVPD

XYZ file:
```
62
Properties=species:S:1:pos:R:3
C 1.92595 -2.29900 -4.65872
O 0.89503 1.22450 -1.69155
O -0.04312 -0.50877 -2.54532
Se -0.54980 -0.95721 0.67327
C -2.54822 0.68165 -3.53295
H -3.81573 -1.48253 -2.81147
C 1.42048 3.80646 2.49941
H 5.32274 0.23028 -2.99538
N 4.39013 -0.12677 -3.14743
H 4.69460 -1.90228 3.53476
C 1.74051 -3.46146 4.12875
H 0.39369 -2.05242 -3.53076
H -3.49155 0.55609 -4.06666
P 0.14987 -0.00752 2.87540
H -3.70828 0.60390 3.82739
H 1.35004 -4.39356 4.51328
Se -1.77036 2.88864 -0.17190
C 3.11395 -3.26270 4.04315
H 2.71158 4.71315 1.04832
C 2.76847 -1.05097 3.16633
O 0.66540 -2.57903 -4.29327
H -1.77515 0.11117 -4.03773
C 3.62520 -2.05910 3.57316
N -2.71639 0.18995 -2.13170
N 3.38355 0.43245 -2.51790
H -0.19289 -2.59824 3.83066
H -2.08590 -1.79055 -2.56767
C 1.04483 0.14373 -2.40379
H 1.24058 4.72893 3.03491
C 2.31452 -0.26019 -2.92736
H -3.87942 1.91972 -1.85273
C 4.03158 -1.14630 -3.96284
H -5.42835 -0.64732 0.11193
C 2.24978 3.79519 1.38694
C -2.87229 1.48282 2.07047
H 0.16856 2.64706 3.79483
H 3.78933 -4.04626 4.36005
C -2.95865 -1.28560 -2.16510
C -3.84938 0.78918 -0.04359
C 2.50073 2.60396 0.71423
C 1.91883 1.42479 1.15209
H 3.15528 2.58913 -0.14744
C 2.67354 -1.28343 -3.85084
C -2.91608 1.55720 0.67498
C -3.90697 0.87734 -1.53678
H -4.80928 0.41662 -1.94194
C 1.38358 -1.24425 3.24029
C 0.87843 -2.45431 3.74079
H -2.18096 2.10755 2.61620
C -4.64765 -0.13270 2.03937
C 0.81722 2.63000 2.92533
Ta -0.92418 0.72462 -0.92379
C -3.73769 0.64499 2.74704
H -3.16590 -1.64701 -1.16064
O 2.46058 -2.86325 -5.56209
C -4.70160 -0.05662 0.65615
H 3.17936 -0.11002 2.82997
H -2.29360 1.74308 -3.52533
H -5.32802 -0.78691 2.56765
C 1.05990 1.43073 2.25558
H 2.14627 0.49712 0.64025
H 4.73331 -1.69570 -4.56826
```

## Properties
Total energy ... -6671.79914 hartree
Total charge ... +2
2S+1 ... 1
ΔE to the lowest compared entry with this formula, charge and spin ... 0.278 eV
Frontier orbital gap ... 6.38 eV
HOMO energy ... -14.229 eV